# 1
The following is a DFT calculation (ωB97M-V/def2-TZVPD) of a structure of composition C29H76CaN3O13.

Computed properties:
Energy above the lowest of the compared OMol25 structures with the same formula, charge and spin ... 309.9 kcal/mol
Kohn-Sham gap ... 2.84 eV

Structure (ORCA input):
```
! wB97M-V def2-TZVPD RIJCOSX def2/J DEFGRID3
* xyz 1 1
Ca -1.037 -5.118 -0.386
C -0.703 1.438 -1.567
C -0.774 -0.043 -1.343
O -1.812 -0.687 -1.702
O 0.188 -0.686 -0.888
H 0.143 1.940 -1.097
H -1.631 1.890 -1.218
H -0.555 1.630 -2.629
C 3.167 1.129 4.404
O 3.843 0.628 5.571
H 3.528 0.605 3.520
H 2.088 0.994 4.489
H 3.428 2.180 4.284
H 4.619 1.186 5.668
C -7.259 1.010 -1.276
O -6.633 0.715 -2.466
H -7.573 0.052 -0.861
H -6.576 1.496 -0.580
H -8.149 1.624 -1.414
H -5.891 0.130 -2.298
C -1.058 7.021 -3.043
O -0.883 8.205 -3.811
H -0.124 6.545 -2.742
H -1.659 7.246 -2.162
H -1.657 6.335 -3.641
H -1.705 8.609 -4.098
C -2.393 3.901 5.211
O -1.486 4.789 5.838
C -0.802 5.603 4.929
C 0.178 6.506 5.590
N -0.631 7.382 6.464
C 0.213 8.035 7.459
C 0.652 7.227 8.652
O -0.540 6.701 9.294
C -0.185 5.999 10.457
H -2.888 3.351 6.011
H -1.931 3.133 4.591
H -3.142 4.376 4.578
H -1.477 6.274 4.397
H -0.321 4.968 4.185
H 0.692 7.015 4.775
H 0.846 5.813 6.101
H -1.222 6.740 6.973
H -0.544 8.637 7.962
H 0.906 8.723 6.974
H 1.206 7.861 9.345
H 1.347 6.430 8.388
H 0.515 5.217 10.164
H -1.111 5.649 10.914
H 0.329 6.653 11.161
C 4.826 -4.606 -7.131
O 3.770 -4.389 -6.170
C 2.933 -5.527 -5.971
C 1.960 -5.034 -4.875
N 1.296 -6.155 -4.103
C 0.502 -7.012 -4.996
C -0.834 -6.363 -5.369
O -1.512 -5.850 -4.205
C -2.813 -5.396 -4.586
H 4.533 -4.344 -8.148
H 5.185 -5.635 -7.145
H 5.727 -4.033 -6.913
H 3.563 -6.354 -5.642
H 2.339 -5.814 -6.838
H 1.241 -4.353 -5.330
H 2.527 -4.466 -4.138
H 1.965 -6.809 -3.722
H 0.311 -7.977 -4.527
H 1.056 -7.297 -5.891
H -1.438 -7.056 -5.954
H -0.729 -5.617 -6.157
H -2.772 -4.573 -5.299
H -3.281 -4.930 -3.719
H -3.435 -6.246 -4.866
C 0.597 -4.435 3.205
O -0.808 -4.574 3.141
C -1.430 -4.142 4.278
C -2.923 -4.444 4.182
N -3.555 -3.926 3.002
C -4.932 -4.215 2.857
C -5.851 -3.574 3.893
O -5.725 -2.146 3.685
C -6.605 -1.304 4.548
H 1.024 -4.647 2.224
H 1.077 -5.098 3.926
H 0.882 -3.470 3.623
H -1.302 -3.060 4.305
H -1.006 -4.615 5.164
H -3.403 -4.096 5.096
H -3.044 -5.522 4.292
H -3.697 -2.942 3.180
H -5.060 -5.297 2.810
H -5.210 -3.834 1.875
H -5.598 -3.835 4.921
H -6.876 -3.941 3.838
H -7.645 -1.558 4.338
H -6.491 -0.264 4.243
H -6.460 -1.405 5.623
C 6.539 1.606 -2.039
C 7.725 0.703 -1.698
C 7.959 -0.355 -2.722
O 8.914 1.471 -1.544
H 5.710 0.958 -2.321
H 6.748 2.198 -2.930
H 6.300 2.226 -1.174
H 7.427 0.245 -0.754
H 8.745 -1.064 -2.461
H 8.319 0.057 -3.665
H 7.047 -0.925 -2.900
H 8.725 2.274 -1.053
C 2.174 1.092 -7.199
C 1.311 0.473 -8.292
C -0.127 0.338 -7.945
O 1.471 1.413 -9.383
H 2.418 0.344 -6.444
H 1.582 1.854 -6.691
H 3.123 1.521 -7.522
H 1.680 -0.515 -8.567
H -0.602 1.278 -7.663
H -0.160 -0.266 -7.038
H -0.817 -0.102 -8.665
H 1.374 2.292 -9.008
*
```

Results of the Löwdin charge analysis, in e, for atoms 1 through 8: number 1, Ca, carries 1.66; number 2, C, carries -0.03; number 3, C, carries -0.78; number 4, O, carries -0.10; number 5, O, carries -0.10; number 6, H, carries 0.07; number 7, H, carries 0.07; number 8, H, carries 0.08

---

# 2
The following is a DFT calculation (ωB97M-V/def2-TZVPD) of a structure of composition C29H76CuKN3O11.

Computed properties:
Kohn-Sham gap (alpha / beta) ... 5.85 / 2.91 eV
⟨S²⟩ ... 0.755

Structure (ORCA input):
```
! wB97M-V def2-TZVPD RIJCOSX def2/J DEFGRID3
* xyz 2 2
Cu -2.990 4.010 0.677
K 0.902 4.248 1.549
C -1.447 0.832 -1.005
C -1.223 1.217 0.451
C 0.186 0.651 0.882
O -1.334 2.577 0.703
H -0.957 1.442 -1.759
H -2.518 0.904 -1.239
H -1.310 -0.233 -1.217
H -1.816 0.631 1.163
H 1.033 1.000 0.282
H 0.178 -0.438 0.874
H 0.439 0.994 1.890
C -1.906 -6.606 3.502
O -2.062 -5.266 3.111
C -2.969 -5.087 1.999
C -3.033 -3.620 1.762
N -3.905 -3.054 2.796
C -4.020 -1.612 2.778
C -4.796 -1.127 4.079
O -4.198 -1.494 5.308
C -5.154 -1.576 6.373
H -2.425 -7.390 2.944
H -2.377 -6.734 4.485
H -0.861 -6.887 3.640
H -3.897 -5.654 2.059
H -2.355 -5.455 1.164
H -3.508 -3.290 0.838
H -2.037 -3.235 2.019
H -3.698 -3.382 3.730
H -4.576 -1.263 1.907
H -3.063 -1.076 2.803
H -5.747 -1.670 4.026
H -5.122 -0.083 4.080
H -5.571 -0.595 6.600
H -4.673 -2.028 7.236
H -5.977 -2.236 6.088
C 6.883 -2.238 -1.360
O 5.731 -2.534 -2.150
C 4.912 -3.514 -1.607
C 4.100 -4.036 -2.798
N 3.232 -5.038 -2.249
C 2.097 -5.551 -3.042
C 0.909 -4.560 -3.221
O -0.155 -4.964 -2.384
C -0.567 -3.962 -1.461
H 7.402 -1.466 -1.926
H 7.641 -3.025 -1.311
H 6.516 -1.937 -0.378
H 4.189 -3.164 -0.858
H 5.459 -4.370 -1.192
H 4.807 -4.506 -3.493
H 3.620 -3.174 -3.262
H 3.503 -5.623 -1.463
H 1.721 -6.378 -2.437
H 2.498 -6.080 -3.911
H 0.518 -4.560 -4.238
H 1.236 -3.546 -2.980
H 0.124 -3.945 -0.613
H -1.592 -4.180 -1.172
H -0.536 -2.987 -1.955
C 0.980 3.762 -2.150
O 1.522 4.606 -1.165
C 2.657 5.409 -1.467
C 2.824 6.493 -0.372
N 3.495 5.891 0.777
C 3.691 6.676 2.036
C 2.439 7.017 2.811
O 1.919 5.806 3.378
C 1.217 5.927 4.592
H 1.677 3.208 -2.782
H 0.304 4.305 -2.823
H 0.298 3.096 -1.620
H 2.533 5.901 -2.438
H 3.627 4.917 -1.600
H 1.843 6.883 -0.106
H 3.458 7.223 -0.888
H 4.423 5.598 0.501
H 4.344 7.536 1.865
H 4.268 6.018 2.686
H 1.601 7.561 2.369
H 2.808 7.570 3.681
H 0.468 6.733 4.553
H 1.874 6.312 5.380
H 0.597 5.165 5.065
C -1.352 1.371 -4.829
C -0.189 1.177 -5.799
O 0.595 2.356 -5.879
H -1.819 2.302 -5.163
H -0.941 1.528 -3.832
H -2.097 0.579 -4.853
H -0.462 0.941 -6.827
H 0.479 0.397 -5.413
H 0.377 2.935 -5.144
C 2.514 0.239 -2.848
C 3.854 0.921 -2.870
O 4.422 0.566 -1.595
H 1.943 0.689 -2.031
H 2.491 -0.832 -2.639
H 1.882 0.445 -3.717
H 3.732 1.992 -3.004
H 4.403 0.532 -3.732
H 4.534 -0.386 -1.530
C -0.424 -1.849 4.531
C -0.965 -0.421 4.663
O -1.951 -0.433 5.715
H 0.215 -1.861 3.644
H -1.269 -2.508 4.322
H 0.016 -2.137 5.482
H -1.441 -0.153 3.719
H -0.190 0.231 5.061
H -2.784 -0.938 5.464
C -5.524 0.317 -3.682
C -4.739 1.602 -3.452
O -5.151 2.090 -2.157
H -5.117 -0.542 -3.149
H -5.516 0.050 -4.741
H -6.573 0.474 -3.439
H -5.097 2.360 -4.155
H -3.671 1.529 -3.659
H -4.510 2.743 -1.863
*
```

Results of the Löwdin charge analysis, in e, for atoms 1 through 8: number 1, Cu, carries 0.70; number 2, K, carries 0.85; number 3, C, carries -0.06; number 4, C, carries -0.58; number 5, C, carries -0.06; number 6, O, carries -0.38; number 7, H, carries 0.04; number 8, H, carries 0.07

---

Let's list molar mass in order: 715.01 745.58 g mol⁻¹.